{
  "formula": "C17H15F2N3O2",
  "method": "wB97M-V/def2-TZVPD",
  "elements": ["C", "O", "C", "C", "N", "C", "O", "C", "C", "C", "N", "C", "N", "C", "C", "C", "H", "H", "C", "C", "C", "C", "C", "C", "H", "H", "F", "F", "H", "H", "H", "H", "H", "H", "H", "H", "H", "H", "H"],
  "positions_angstrom": [[0.526115, 5.989979, -1.248737], [1.122088, 5.100233, -0.341667], [2.440091, 4.742333, -0.702139], [2.978522, 3.781499, 0.356810], [2.194107, 2.572855, 0.407246], [2.652004, 1.398617, -0.095622], [3.787384, 1.258872, -0.506425], [1.659825, 0.281509, -0.084437], [1.776732, -0.686765, -1.069775], [0.862853, -1.729622, -1.071959], [0.752417, -2.810768, -1.913107], [-0.240906, -3.499660, -1.466330], [-0.852630, -2.953291, -0.361398], [-0.150769, -1.797288, -0.085372], [-0.234089, -0.856684, 0.929963], [0.674431, 0.181663, 0.908640], [0.643520, 0.913724, 1.701733], [-0.963890, -0.937352, 1.721188], [-1.976316, -3.458054, 0.293596], [-2.097132, -4.831496, 0.491840], [-3.217506, -5.332644, 1.125520], [-4.218249, -4.476212, 1.571117], [-4.099726, -3.112041, 1.371107], [-2.986534, -2.603539, 0.730018], [-2.908013, -1.544001, 0.547512], [-4.889609, -2.463294, 1.713975], [-5.302406, -4.965213, 2.191381], [-3.326166, -6.655304, 1.312597], [-1.325525, -5.512840, 0.170432], [-0.599088, -4.404129, -1.918657], [2.564031, -0.626360, -1.803110], [1.207047, 2.705567, 0.559665], [2.947692, 4.271398, 1.334234], [4.003545, 3.494430, 0.114384], [2.443154, 4.253923, -1.688438], [3.077899, 5.637110, -0.755939], [0.458127, 5.549824, -2.251450], [1.091251, 6.927675, -1.315148], [-0.474279, 6.195346, -0.873247]],
  "atomic_forces_ev_per_a": [[-0.0533, 0.0391, -0.0904], [0.1343, -0.1982, 0.2351], [0.2219, -0.1346, 0.1225], [-0.0058, 0.3044, -0.2734], [-0.2321, 0.2691, 0.1243], [-0.1579, 0.0273, 0.1817], [0.2059, -0.0807, -0.2148], [0.0443, -0.2728, -0.1467], [-0.0687, 0.0781, 0.1441], [-0.5691, 0.1527, 0.6123], [0.3545, -0.2970, -0.5121], [0.0076, 0.0700, -0.1013], [0.4206, 0.1604, -0.2618], [0.5821, 0.2896, -0.2152], [-0.1708, -0.0039, 0.1337], [-0.0201, -0.0116, -0.0548], [-0.0015, 0.0565, 0.0741], [-0.0425, 0.0240, 0.0671], [-0.7099, -0.3254, 0.3983], [-0.0867, 0.1709, 0.0654], [-0.1008, 0.0913, -0.0184], [0.0497, 0.0321, -0.0294], [0.0244, -0.3314, 0.0626], [0.2128, -0.0665, -0.1219], [0.0119, 0.0935, -0.0278], [-0.0997, 0.0389, 0.0406], [0.1721, -0.0680, -0.0826], [-0.0878, 0.1947, 0.0326], [0.0823, -0.0917, 0.0194], [-0.1778, -0.2177, -0.0286], [0.1060, 0.0130, -0.0823], [0.0305, -0.1695, -0.0712], [0.0954, 0.0104, -0.0798], [-0.0973, 0.0984, 0.0767], [0.0225, 0.0388, 0.0805], [-0.0430, -0.0596, 0.0026], [-0.0176, 0.0289, 0.0257], [-0.0314, -0.0130, -0.0014], [-0.0051, 0.0597, -0.0853]],
  "lowdin_charge": [-0.117, -0.198, -0.219, -0.147, 0.067, -0.455, 0.067, -0.134, 0.067, -0.213, 0.132, -0.120, 0.030, -0.144, -0.007, -0.033, 0.110, 0.107, -0.191, 0.074, -0.199, -0.209, 0.014, -0.009, 0.117, 0.126, 0.093, 0.099, 0.132, 0.131, 0.128, 0.130, 0.126, 0.123, 0.132, 0.126, 0.090, 0.088, 0.088],
  "homo_lumo_gap_ev": 9.283,
  "charge": 0,
  "smiles": "COCCNC(=O)c1ccc2c(c1)ncn2-c1ccc(F)c(F)c1"
}

=====

{
  "formula": "C8H16O2P",
  "method": "wB97M-V/def2-TZVPD",
  "elements": ["C", "C", "C", "C", "C", "C", "C", "C", "O", "O", "P", "H", "H", "H", "H", "H", "H", "H", "H", "H", "H", "H", "H", "H", "H", "H", "H"],
  "positions_angstrom": [[1.742503, -0.451748, -0.073409], [0.318646, -2.835802, -0.553366], [-0.531563, 1.107659, -1.668162], [-1.672236, 1.344750, 0.539703], [0.814961, 2.064805, 0.202874], [-0.546367, -1.638241, -0.155726], [0.267666, -0.384690, 0.293546], [-0.305598, 1.088268, -0.139620], [2.338182, -0.966566, 0.870070], [2.226970, -0.075552, -1.140893], [0.527688, -0.826320, 2.117627], [1.265343, -2.569082, -0.989980], [0.692144, -3.366860, 0.342668], [-0.271790, -3.519104, -1.058519], [0.394376, 0.548444, -2.061247], [-0.521829, 2.183660, -1.844680], [-1.452877, 0.749227, -2.048790], [-1.691255, 0.860742, 1.670803], [-2.466509, 0.775516, 0.108524], [-2.021662, 2.364852, 0.443296], [1.496935, 1.703211, 0.986744], [0.231560, 3.033094, 0.357023], [1.454416, 2.150415, -0.626091], [-1.113093, -1.309686, -1.102343], [-1.247054, -1.903689, 0.525647], [-0.863591, -0.589446, 2.556494], [0.934034, 0.462143, 2.447808]],
  "atomic_forces_ev_per_a": [[-0.7755, -0.1039, -1.1345], [1.0139, 0.6861, 2.6941], [2.7276, 0.1690, 0.6650], [0.7272, -1.5191, 2.9484], [-1.9347, 1.0791, 0.7334], [1.9132, 2.2475, -4.7313], [-1.5795, 0.3529, 0.5220], [-0.7422, -3.1196, 0.6236], [2.6503, -0.9265, 1.7688], [0.0243, 0.3023, -1.0052], [-0.8411, -0.0267, -0.0378], [-0.0367, 0.2126, -1.0107], [-0.4124, 0.2044, 0.0196], [-0.8452, -1.4217, -1.5260], [-1.4456, 1.1778, -0.0886], [0.2499, 0.0960, -0.8523], [-0.9136, -0.7495, -0.0587], [0.2099, 2.0325, -2.5646], [-0.3647, -0.7168, -0.8321], [0.2086, 0.5229, 0.4647], [-0.7305, 0.6544, 0.3036], [1.4528, -0.7194, 0.3733], [0.6882, 0.3355, -1.2831], [0.5422, -0.5848, 1.1148], [-2.2004, -0.7482, 2.2509], [0.2415, 0.2295, -0.0530], [0.1724, 0.3337, 0.6957]],
  "lowdin_charge": [-0.838, -0.101, -0.070, -0.088, -0.067, -0.253, -0.486, -0.538, -0.151, -0.020, 0.870, 0.067, 0.075, 0.035, 0.107, 0.071, 0.046, 0.085, 0.043, 0.055, 0.069, 0.102, 0.051, 0.121, 0.039, -0.129, -0.094],
  "homo_lumo_gap_ev": 7.467,
  "charge": -1
}

=====

{
  "formula": "C5H6NS",
  "method": "wB97M-V/def2-TZVPD",
  "elements": ["C", "C", "C", "C", "C", "N", "S", "H", "H", "H", "H", "H", "H"],
  "positions_angstrom": [[0.806945, -0.958229, -1.102226], [0.458282, -0.860960, 0.197528], [1.012146, 0.740746, -2.795406], [-0.356245, 0.688699, 2.137105], [-1.120287, 0.709833, 3.165543], [1.257171, 0.124162, -1.734812], [0.606407, 0.761710, 0.869321], [0.875648, -1.923615, -1.595538], [0.069835, -1.652743, 0.807772], [1.670742, 1.552499, -3.072819], [-2.147170, 1.053084, 3.118244], [-0.801442, 0.373968, 4.147467], [0.155652, 0.537067, -3.442099]],
  "atomic_forces_ev_per_a": [[-0.3202, -0.4978, 0.6440], [-0.1150, 0.1965, -0.3560], [-0.4815, 0.0020, -0.3331], [0.4686, 0.2297, -0.5519], [-0.3008, -0.0313, 0.4934], [1.1000, 0.7600, -0.3019], [-0.4765, -0.5688, 0.6101], [-0.1155, -0.0360, 0.0155], [-0.0105, -0.1089, 0.1369], [0.0588, 0.1525, -0.0740], [-0.0868, 0.1011, -0.2396], [0.2558, -0.0606, -0.0488], [0.0235, -0.1382, 0.0054]],
  "lowdin_charge": [-0.205, -0.322, 0.063, -0.395, 0.070, -0.042, 1.179, 0.146, 0.086, 0.095, 0.109, 0.111, 0.105],
  "homo_lumo_gap_ev": [7.709, 7.709],
  "charge": 1
}

=====

Number 1: E_tot -31873.0707 eV. Number 2: E_tot -21938.9176 eV. Number 3: E_tot -17596.9501 eV.